(1)
Entry from the OMol25 dataset: a structure of composition C8H4N2NaO4Se (ωB97M-V with the def2-TZVPD basis set).

The geometry in ORCA input format:
```
! RIJCOSX wB97M-V def2-TZVPD def2/J DEFGRID3
* xyz -1 1
Na 1.18 -0.08 3.60
Se 0.12 1.67 5.41
C 0.40 1.14 7.16
N 0.56 0.84 8.26
O 1.29 -2.47 0.45
C 1.14 -1.26 0.63
O 1.51 -0.58 1.64
C 0.44 -0.47 -0.48
C 0.27 0.90 -0.40
C -0.38 1.61 -1.41
C -0.85 0.94 -2.53
C -0.66 -0.43 -2.59
C -0.03 -1.15 -1.60
N -1.17 -1.15 -3.78
O -1.00 -2.35 -3.84
O -1.71 -0.49 -4.65
H 0.65 1.42 0.47
H -0.51 2.68 -1.33
H -1.36 1.46 -3.33
H 0.11 -2.22 -1.66
*
```

Frontier orbital gap: 7.135 eV
E_HOMO: -5.29 eV
E_LUMO: 1.85 eV

Atomic partial charges in e from the Löwdin method, atoms 1 to 6:
1 Na 0.41
2 Se 0.40
3 C -0.95
4 N -0.02
5 O 0.01
6 C -0.64

***

(2)
Entry from the OMol25 dataset: a cluster of 21 separate species, C8H51Br2FO23 in total at a distorted geometry (ωB97M-V with the def2-TZVPD basis set).

The geometry in ORCA input format:
```
! RIJCOSX wB97M-V def2-TZVPD def2/J DEFGRID3
* xyz 0 1
C -4.66 -1.55 2.31
C -3.24 -1.66 1.66
Br -3.52 -1.67 -0.28
C -2.42 -0.45 2.14
Br -2.11 -0.67 4.05
C -1.14 -0.11 1.33
C -0.27 -1.25 0.78
C 0.41 -2.14 1.81
F -0.45 -3.01 2.44
C -0.36 0.91 2.17
O 0.36 1.59 1.12
C -0.52 1.72 0.08
O -0.50 2.53 -0.72
O -1.41 0.73 0.19
H -5.42 -1.53 1.54
H -4.87 -2.39 2.97
H -4.74 -0.62 2.89
H -2.83 -2.59 2.03
H -3.07 0.42 2.03
H -0.79 -1.86 0.05
H 0.55 -0.77 0.23
H 1.15 -2.76 1.28
H 0.98 -1.53 2.51
H 0.29 0.44 2.90
H -0.99 1.70 2.59
O 3.07 2.03 2.51
H 3.41 2.44 1.70
H 2.13 1.89 2.32
O 3.76 1.77 -0.54
H 2.93 2.05 -0.96
H 4.31 1.48 -1.28
O -1.61 5.19 -0.62
H -1.27 4.29 -0.68
H -2.26 5.25 -1.32
O 2.00 3.98 0.33
H 1.40 4.68 0.63
H 1.65 3.18 0.74
O -2.65 -4.52 3.62
H -2.51 -4.67 4.56
H -1.78 -4.69 3.23
O 3.84 -1.05 -0.95
H 4.36 -1.64 -0.39
H 3.43 -0.43 -0.34
O -0.57 0.55 -3.21
H -0.06 1.24 -3.66
H -0.48 0.77 -2.28
O 4.88 4.33 3.97
H 5.24 3.43 3.96
H 4.22 4.33 3.27
O 4.18 -3.18 -3.59
H 4.70 -3.78 -3.03
H 3.77 -2.56 -2.97
O 7.39 2.67 3.30
H 7.11 3.47 2.82
H 7.50 2.01 2.61
O 3.15 6.35 1.45
H 2.88 7.15 0.98
H 3.25 5.69 0.75
O -1.04 1.92 -5.72
H -1.63 2.60 -5.39
H -1.39 1.10 -5.35
O -7.10 -2.70 -0.04
H -7.91 -2.44 -0.48
H -6.51 -2.95 -0.77
O 2.93 -1.35 -5.85
H 3.23 -1.92 -5.12
H 2.31 -0.74 -5.44
O 4.88 3.84 7.11
H 5.40 3.89 6.30
H 4.20 4.51 6.99
O -7.42 -3.19 -2.85
H -8.23 -2.92 -3.30
H -6.83 -3.44 -3.58
O -6.51 0.12 -1.15
H -6.63 -0.63 -0.54
H -7.27 0.08 -1.73
O 5.24 -5.82 -2.73
H 4.70 -6.14 -3.46
H 6.15 -6.00 -3.00
O 4.90 0.66 -2.98
H 5.39 0.41 -3.78
H 4.59 -0.18 -2.62
O -9.00 -4.93 -4.34
H -8.20 -5.24 -3.90
H -9.72 -5.29 -3.81
*
```

Frontier orbital gap: 10.236 eV
E_HOMO: -10.40 eV
E_LUMO: -0.16 eV

Atomic partial charges in e from the Löwdin method, atoms 1 to 6:
1 C -0.15
2 C -0.72
3 Br 0.83
4 C -0.61
5 Br 0.86
6 C -0.44

***

(3)
Entry from the OMol25 dataset: a cluster of 23 separate species, C8H57N2O25 in total at a distorted geometry (ωB97M-V with the def2-TZVPD basis set).

The geometry in ORCA input format:
```
! RIJCOSX wB97M-V def2-TZVPD def2/J DEFGRID3
* xyz 1 1
O -3.89 1.33 1.61
C -2.84 0.91 1.25
N -1.78 0.39 0.86
C -2.01 -0.65 -0.19
C -0.77 -1.64 -0.27
C 0.63 -0.91 -0.42
C 0.75 0.00 -1.71
O 0.49 1.20 -1.64
O 1.09 -0.63 -2.93
C -3.22 -1.69 0.10
C -4.21 -1.73 -1.17
C -3.19 -1.15 -2.27
N -2.51 -0.06 -1.49
H -0.87 -2.43 -1.06
H -0.74 -2.16 0.74
H 0.94 -0.39 0.53
H 1.40 -1.75 -0.56
H 0.47 -0.35 -3.64
H -3.72 -1.65 1.10
H -2.81 -2.75 0.11
H -4.56 -2.79 -1.45
H -5.12 -1.07 -1.05
H -3.70 -0.76 -3.20
H -2.54 -1.98 -2.65
H -3.29 0.63 -1.41
H -1.83 0.50 -2.05
O 3.70 -0.44 -4.36
H 3.04 -0.55 -3.64
H 3.82 -1.33 -4.70
O 1.31 -2.30 2.52
H 2.14 -1.95 2.86
H 0.64 -1.69 2.85
O 6.01 -0.77 -2.26
H 6.65 -0.04 -2.34
H 5.20 -0.41 -2.64
O 8.24 0.95 -3.57
H 8.38 0.88 -4.53
H 9.13 0.99 -3.21
O 3.85 -1.88 -0.61
H 3.61 -0.95 -0.54
H 4.56 -1.88 -1.27
O -3.09 3.88 3.46
H -3.34 3.10 2.94
H -3.22 3.60 4.38
O -5.29 -4.21 -3.10
H -5.55 -5.01 -3.57
H -5.91 -3.54 -3.43
O -1.85 -2.35 2.60
H -2.31 -2.58 3.41
H -1.27 -3.11 2.44
O -5.72 5.96 3.73
H -6.21 5.35 3.17
H -4.80 5.71 3.58
O -6.40 -2.09 1.06
H -6.99 -2.36 0.35
H -6.99 -1.69 1.71
O -6.20 8.16 5.59
H -6.50 7.50 6.24
H -5.97 7.63 4.82
O 0.10 -1.97 -5.19
H 0.39 -2.65 -4.55
H 0.47 -2.28 -6.03
O 8.64 -2.30 -1.70
H 7.91 -1.78 -2.05
H 8.20 -3.05 -1.27
O -1.38 -1.72 5.71
H -1.53 -1.11 4.99
H -1.26 -1.15 6.48
O 10.47 -0.25 -4.67
H 10.20 -0.91 -4.02
H 10.73 -0.77 -5.44
O -2.05 6.70 3.44
H -2.34 5.90 2.98
H -2.66 7.38 3.13
O 1.24 -4.26 -4.11
H 1.52 -4.93 -3.47
H 1.61 -4.57 -4.95
O 1.18 -3.32 6.96
H 1.83 -2.61 6.89
H 0.38 -2.94 6.57
O -4.55 6.13 6.63
H -4.65 6.12 5.68
H -4.02 6.92 6.81
O -4.91 5.11 1.45
H -5.41 4.50 0.89
H -3.99 4.86 1.31
O 6.33 -4.14 -0.50
H 5.74 -4.41 -1.21
H 5.74 -3.75 0.16
O 6.95 3.85 -4.15
H 6.51 3.60 -3.33
H 7.54 3.11 -4.32
*
```

Energy above the lowest of the compared OMol25 structures with the same formula, charge and spin: 47.0 kcal/mol
Frontier orbital gap: 8.301 eV
E_HOMO: -11.56 eV
E_LUMO: -3.25 eV

Atomic partial charges in e from the Löwdin method, atoms 1 to 6:
1 O 0.19
2 C -0.24
3 N 0.21
4 C -0.35
5 C -0.09
6 C -0.09

***

(4)
Entry from the OMol25 dataset: a cluster of 2 separate species, C8H5Cl2N4 in total at a distorted geometry (ωB97M-V with the def2-TZVPD basis set).

The geometry in ORCA input format:
```
! RIJCOSX wB97M-V def2-TZVPD def2/J DEFGRID3
* xyz -1 1
C 2.66 -0.27 -0.04
C 1.96 -0.22 1.15
C 2.20 0.47 -1.10
C 0.64 0.19 1.17
C 0.93 1.02 -1.04
C 0.09 0.81 0.03
C -2.15 -0.71 -0.12
C -1.29 1.34 0.10
N -2.16 -1.34 -1.29
N -2.65 -1.29 0.93
N -2.79 -2.51 -0.89
N -3.10 -2.44 0.38
Cl -1.86 2.12 -1.33
Cl -1.92 1.96 1.62
H 3.67 -0.77 0.00
H 2.32 -0.66 2.01
H 2.92 0.54 -1.84
H 0.10 0.17 2.01
H 0.45 1.59 -1.76
*
```

Energy above the lowest of the compared OMol25 structures with the same formula, charge and spin: 22.9 kcal/mol
Frontier orbital gap: 8.119 eV
E_HOMO: -5.02 eV
E_LUMO: 3.10 eV

Atomic partial charges in e from the Löwdin method, atoms 1 to 6:
1 C -0.11
2 C -0.09
3 C -0.08
4 C -0.04
5 C -0.07
6 C -0.34

***

(5)
Entry from the OMol25 dataset: the molecule C8H5Cl2NS at a distorted geometry (ωB97M-V with the def2-TZVPD basis set).

The geometry in ORCA input format:
```
! RIJCOSX wB97M-V def2-TZVPD def2/J DEFGRID3
* xyz 0 1
C 3.51 -0.22 -0.88
C -1.78 0.14 -1.21
C -0.82 -0.80 -0.81
C -1.54 1.41 -0.82
C 0.17 -0.28 -0.03
C 2.34 -0.16 1.33
C 3.11 0.57 0.20
C 1.23 -0.85 0.65
N 4.05 -0.95 -1.57
S -0.19 1.46 0.33
Cl 2.71 2.16 -0.15
Cl 1.56 -2.54 0.21
H -2.59 -0.06 -1.94
H -0.42 -1.76 -1.12
H -2.17 2.23 -0.69
H 2.92 -0.77 1.99
H 1.98 0.59 1.95
*
```

Energy above the lowest of the compared OMol25 structures with the same formula, charge and spin: 49.6 kcal/mol
Frontier orbital gap (spin up / spin down): 7.425 / 6.439 eV
E_HOMO (spin up / spin down): -8.65 / -7.74 eV
E_LUMO (spin up / spin down): -1.23 / -1.30 eV

Atomic partial charges in e from the Löwdin method, atoms 1 to 6:
1 C -0.34
2 C -0.19
3 C -0.12
4 C -0.35
5 C -0.54
6 C -0.24

***

(6)
Entry from the OMol25 dataset: the molecule C8H5ClN2O2 at a distorted geometry (ωB97M-V with the def2-TZVPD basis set).

The geometry in ORCA input format:
```
! RIJCOSX wB97M-V def2-TZVPD def2/J DEFGRID3
* xyz 0 1
N -2.69 1.83 0.50
C -1.69 1.73 -0.03
C -0.29 1.52 -0.51
C 0.18 1.00 0.90
C 0.25 -0.33 1.06
C -0.32 -1.11 -0.01
C -0.52 -0.74 -1.27
C -0.05 0.60 -1.63
C 0.61 0.98 -2.77
Cl 1.05 2.64 -3.08
N 0.95 0.00 -3.81
O 0.69 -1.15 -3.62
O 1.52 0.48 -4.75
H -0.02 2.55 -0.87
H 0.45 1.64 1.74
H 0.55 -0.94 1.94
H -0.71 -2.18 0.31
H -0.91 -1.51 -1.86
*
```

Energy above the lowest of the compared OMol25 structures with the same formula, charge and spin: 27.4 kcal/mol
Frontier orbital gap: 8.074 eV
E_HOMO: -9.35 eV
Structure (SMILES): N#C[C@H]1C=CC=C/C1=C(/Cl)[N+](=O)[O-]
E_LUMO: -1.27 eV

Atomic partial charges in e from the Löwdin method, atoms 1 to 6:
1 N 0.18
2 C -0.20
3 C -0.22
4 C -0.02
5 C -0.09
6 C -0.09

***

What is the formula in the first record?
C8H4N2NaO4Se